Entry 1:
DFT (ωB97M-V with the def2-TZVPD basis set) results for an isolated molecule of C6H9F.

Properties
E_HOMO   -0.3522 Eh
Relative energy (zero: lowest compared OMol25 entry of this formula, charge and spin)   65.40 kcal per mole
Total charge   0
HOMO-LUMO gap   10.600 eV
Spin multiplicity   1
LUMO energy   1.017 eV

CARTESIAN COORDINATES (ANGSTROEM)
1 C 1.398 -0.647 -0.783
2 C 0.751 0.254 -0.036
3 C 1.482 1.165 0.798
4 C -0.997 0.475 -0.022
5 F -1.249 1.675 -0.640
6 C -1.763 -0.065 1.111
7 C -1.840 -0.677 -0.254
8 H 2.409 -0.776 -0.489
9 H 1.024 -1.519 -1.206
10 H 2.586 1.265 0.393
11 H 1.063 2.164 0.784
12 H 1.357 0.873 1.962
13 H -2.561 0.518 1.329
14 H -1.072 -0.620 1.668
15 H -1.571 -1.735 -0.494
16 H -2.644 -0.540 -0.888

***

Entry 2:
DFT (ωB97M-V with the def2-TZVPD basis set) results for an isolated molecule of C20H20O7.

Properties
E_HOMO   -0.3217 Eh
Relative energy (zero: lowest compared OMol25 entry of this formula, charge and spin)   85.32 kcal per mole
Total charge   0
HOMO-LUMO gap   6.721 eV
Spin multiplicity   1
LUMO energy   -2.033 eV

CARTESIAN COORDINATES (ANGSTROEM)
1 C -2.955 2.193 -3.309
2 C -2.356 0.792 -3.140
3 C -1.786 0.559 -1.740
4 C -0.965 -0.544 -1.442
5 C -0.702 -1.661 -2.436
6 C -0.305 -0.734 -0.076
7 O -1.070 -1.656 0.744
8 C -2.390 -1.348 1.228
9 O -2.408 -1.254 2.618
10 O -2.909 -2.626 1.114
11 C -3.269 -0.391 0.465
12 C -2.795 1.074 0.403
13 C -1.946 1.577 1.616
14 C -0.600 0.907 1.815
15 C -0.182 0.578 3.077
16 C 1.158 0.001 3.360
17 C 2.106 -0.105 2.328
18 C 3.486 -0.550 2.622
19 O 4.328 -0.872 1.765
20 C 3.864 -0.829 3.975
21 C 2.921 -0.784 4.995
22 C 1.535 -0.358 4.760
23 O 0.684 -0.618 5.617
24 C 1.706 0.330 0.979
25 O 2.484 0.416 0.036
26 C 0.224 0.554 0.615
27 O -2.186 1.491 -0.796
28 H -2.229 2.998 -3.249
29 H -3.732 2.374 -2.585
30 H -3.432 2.233 -4.311
31 H -3.154 0.052 -3.308
32 H -1.569 0.587 -3.871
33 H -1.006 -2.634 -2.041
34 H -1.292 -1.521 -3.356
35 H 0.358 -1.687 -2.677
36 H 0.563 -1.323 -0.333
37 H -2.046 -2.094 2.935
38 H -2.117 -3.202 0.928
39 H -4.259 -0.356 1.000
40 H -3.578 -0.740 -0.522
41 H -3.728 1.658 0.511
42 H -2.572 1.555 2.506
43 H -1.748 2.646 1.400
44 H -0.853 0.769 3.913
45 H 4.883 -1.219 4.192
46 H 3.259 -1.071 5.992
47 H 0.245 1.422 -0.054

***

Entry 3:
DFT (ωB97M-V with the def2-TZVPD basis set) results for an isolated molecule of C2H5NS2.

Properties
E_HOMO   -0.3124 Eh
Relative energy (zero: lowest compared OMol25 entry of this formula, charge and spin)   52.51 kcal per mole
Total charge   0
HOMO-LUMO gap   8.580 eV
Spin multiplicity   1
LUMO energy   0.079 eV

CARTESIAN COORDINATES (ANGSTROEM)
1 C 1.422 -1.055 -0.059
2 S 0.902 0.720 -0.199
3 C -0.783 0.368 -0.281
4 N -1.443 1.502 -0.164
5 S -1.450 -1.141 -0.152
6 H 2.586 -0.992 -0.218
7 H 0.746 -1.881 -0.731
8 H 1.151 -1.342 1.043
9 H -0.683 2.312 0.336
10 H -2.448 1.508 0.424

***

Entry 4:
DFT (ωB97M-V with the def2-TZVPD basis set) results for C5H9NO as an isolated structure.

Properties
E_HOMO (alpha / beta)   -0.3010 / -0.3010 Eh
Relative energy (zero: lowest compared OMol25 entry of this formula, charge and spin)   154.58 kcal per mole
Total charge   0
HOMO-LUMO gap (alpha / beta)   8.893 / 8.893 eV
Spin multiplicity   1
LUMO energy (alpha / beta)   0.703 / 0.703 eV

CARTESIAN COORDINATES (ANGSTROEM)
1 C -1.155 -1.749 0.103
2 C -0.791 0.039 -0.667
3 C -0.713 1.668 -0.387
4 C 0.771 1.489 0.045
5 C 0.594 0.025 -0.176
6 N 1.105 -1.036 0.309
7 O 2.077 -0.767 1.255
8 H -1.958 -1.878 -0.578
9 H -1.369 -1.602 1.160
10 H -0.469 -2.644 0.026
11 H -1.202 -0.144 -1.659
12 H -0.801 2.285 -1.309
13 H -1.358 2.127 0.364
14 H 1.047 1.818 1.053
15 H 1.517 1.852 -0.669
16 H 2.706 -1.484 1.130

***

Which E_tot belongs to each record? In order, -9081.8580, -35393.3400, -25313.5491, -8862.5092 eV.